[1]
{"formula": "CH2O3S", "method": "wB97M-V/def2-TZVPD", "fmax_ev_per_a": 4.370, "de_lowest_kcal_mol": 67.9, "orbital_gap_ev": 10.27, "e_tot_ev": -18042.90787, "spin_multiplicity": 1, "species": ["C", "O", "O", "O", "S", "H", "H"], "positions_angstrom": [[-0.0007, -0.1197, 0.2342], [0.8941, -0.0273, -2.1765], [-0.2190, 1.1875, -0.1145], [-0.7924, -0.5362, 1.2716], [-0.2966, 0.1120, -1.4625], [1.5195, -0.6344, 0.2799], [-1.1049, 0.0181, 1.9677]], "forces_ev_per_a": [[2.83, -0.64, 3.11], [3.19, -0.13, -1.91], [1.03, 0.12, -0.82], [0.76, -2.66, -1.86], [-3.92, 0.25, 1.20], [-4.09, 1.53, 0.10], [0.21, 1.51, 0.17]]}

[2]
{"formula": "CH2O3S", "method": "wB97M-V/def2-TZVPD", "fmax_ev_per_a": 2.931, "de_lowest_kcal_mol": 24.6, "orbital_gap_ev": 10.12, "e_tot_ev": -18044.78479, "spin_multiplicity": 1, "species": ["C", "O", "O", "O", "S", "H", "H"], "positions_angstrom": [[-0.4491, -0.0289, 0.1897], [1.9036, 1.1841, 0.9704], [0.3555, 0.5905, -0.9167], [-1.1803, -1.0877, -0.1929], [1.3860, 0.1029, 0.1700], [-1.1319, 0.7571, 0.7775], [-0.8838, -1.5182, -0.9980]], "forces_ev_per_a": [[0.11, 2.44, -0.19], [0.18, 0.38, 0.20], [-2.40, 0.42, -0.77], [-0.55, -0.36, 0.35], [0.21, -1.25, 1.76], [2.03, -1.73, -1.22], [0.41, 0.10, -0.13]]}

[3]
{"formula": "CH2O3S", "method": "wB97M-V/def2-TZVPD", "fmax_ev_per_a": 4.977, "de_lowest_kcal_mol": 79.7, "orbital_gap_ev": [7.55, 8.21], "e_tot_ev": -18042.39876, "spin_multiplicity": 1, "species": ["C", "O", "O", "O", "S", "H", "H"], "positions_angstrom": [[0.6019, -0.5875, -0.7143], [0.2392, -0.1284, 1.7358], [-1.9154, -0.1962, 0.5533], [-0.2397, 1.4750, -0.1147], [-0.5153, 0.1068, 0.5771], [0.3166, -0.4252, -1.7194], [1.5125, -0.2445, -0.3177]], "forces_ev_per_a": [[-2.88, 3.71, 1.65], [0.77, -0.12, 1.77], [0.82, -0.33, -0.31], [0.74, -3.07, 0.09], [-1.32, 1.08, -1.85], [-0.03, -0.72, -1.27], [1.90, -0.56, -0.07]]}